Record 1
{
  "formula": "C20H35N2OS",
  "method": "wB97M-V/def2-TZVPD",
  "total_charge": 1,
  "homo_energy_ev": -11.406,
  "energy_ha": -1365.8507,
  "smiles": "CCCC[NH+](CCCC)CCNC(=O)CSCc1ccc(C)cc1",
  "relative_energy_kcal_mol": 4.5,
  "e_lumo_ev": -1.999,
  "symbols": ["C", "H", "C", "C", "C", "N", "C", "C", "H", "H", "C", "C", "H", "H", "H", "H", "H", "H", "H", "C", "H", "H", "C", "N", "C", "O", "C", "H", "H", "S", "C", "C", "C", "C", "C", "C", "C", "H", "H", "C", "H", "H", "H", "H", "H", "H", "H", "H", "H", "H", "H", "H", "H", "H", "H", "H", "H", "H", "H"],
  "positions_angstrom": [[-2.692, -3.375, 0.254], [-2.618, -3.874, 1.216], [-3.538, -2.114, 0.392], [-3.901, -1.483, -0.955], [-2.704, -0.984, -1.757], [-1.990, 0.174, -1.157], [-2.836, 1.399, -1.086], [-3.449, 1.668, 0.288], [-3.903, 0.766, 0.694], [-4.247, 2.399, 0.145], [-2.461, 2.230, 1.311], [-3.179, 2.615, 2.599], [-3.935, 3.373, 2.408], [-2.472, 3.013, 3.322], [-3.664, 1.748, 3.039], [-1.699, 1.487, 1.548], [-1.970, 3.116, 0.898], [-2.223, 2.260, -1.359], [-3.626, 1.305, -1.834], [-0.715, 0.422, -1.880], [-0.327, -0.529, -2.252], [-0.912, 1.066, -2.739], [0.349, 1.045, -0.968], [1.035, 0.048, -0.170], [0.435, -0.672, 0.789], [-0.765, -0.561, 1.036], [1.305, -1.665, 1.500], [2.178, -1.187, 1.942], [0.725, -2.187, 2.259], [1.895, -2.887, 0.260], [3.715, -2.658, 0.390], [4.105, -1.240, 0.147], [4.582, -0.441, 1.181], [4.899, 0.886, 0.955], [4.745, 1.457, -0.304], [4.264, 0.658, -1.336], [3.942, -0.671, -1.116], [3.584, -1.286, -1.930], [4.152, 1.075, -2.327], [5.115, 2.886, -0.539], [4.760, 3.517, 0.273], [4.707, 3.250, -1.479], [6.199, 2.983, -0.581], [5.281, 1.487, 1.766], [4.732, -0.866, 2.163], [4.023, -3.009, 1.374], [4.111, -3.326, -0.375], [2.015, -0.130, -0.373], [-0.110, 1.787, -0.307], [1.101, 1.545, -1.577], [-1.686, -0.100, -0.162], [-3.023, -0.696, -2.763], [-1.991, -1.805, -1.844], [-4.389, -2.243, -1.569], [-4.626, -0.681, -0.810], [-4.471, -2.373, 0.895], [-3.010, -1.404, 1.030], [-3.143, -4.069, -0.452], [-1.679, -3.151, -0.074]],
  "forces_ev_per_angstrom": [[-0.1, 0.2, 0.1], [0.1, -0.1, 0.1], [0.0, -0.1, -0.2], [0.2, 0.1, 0.2], [-0.5, -0.6, -0.2], [0.1, -0.3, 0.5], [-0.6, 0.5, 0.2], [0.4, 0.1, 0.0], [-0.1, -0.1, 0.0], [-0.1, -0.1, -0.1], [-0.2, 0.0, 0.1], [0.2, 0.0, -0.1], [-0.1, 0.1, 0.0], [0.0, 0.0, 0.1], [-0.1, -0.1, 0.1], [0.1, 0.1, -0.1], [0.1, 0.0, -0.1], [0.0, -0.1, -0.1], [0.1, -0.1, -0.1], [0.7, 0.2, -0.2], [-0.1, 0.1, 0.0], [-0.1, -0.1, 0.1], [-0.3, -0.2, 0.1], [0.1, 0.2, 0.1], [0.7, 0.2, -0.3], [-0.4, -0.1, 0.3], [0.1, -0.6, -0.3], [-0.1, 0.1, 0.1], [0.0, 0.2, 0.0], [0.1, -0.1, 0.3], [-0.5, -0.1, 0.1], [0.1, 0.1, 0.0], [0.0, -0.1, -0.1], [0.0, 0.1, -0.1], [-0.1, 0.0, 0.1], [0.0, -0.1, 0.0], [0.3, -0.1, 0.0], [-0.1, -0.1, -0.1], [0.0, 0.1, -0.1], [0.1, 0.1, 0.0], [0.0, 0.1, 0.0], [0.0, 0.1, 0.0], [0.1, 0.1, 0.0], [0.0, 0.1, 0.1], [0.0, -0.1, 0.1], [0.1, 0.0, -0.1], [0.0, 0.0, 0.1], [-0.2, 0.0, 0.1], [0.1, 0.1, -0.1], [-0.1, 0.0, 0.0], [-0.1, 0.2, -0.5], [0.2, 0.1, 0.0], [0.1, 0.2, 0.0], [0.0, 0.1, -0.1], [-0.1, 0.0, -0.1], [0.0, 0.1, 0.1], [-0.1, 0.1, 0.1], [0.0, -0.1, -0.1], [0.1, 0.0, -0.1]]
}

Record 2
{
  "formula": "C5H11NO",
  "method": "wB97M-V/def2-TZVPD",
  "total_charge": 0,
  "homo_energy_ev": -10.217,
  "energy_ha": -327.0809,
  "smiles": "CC[C@@H](C)N=C=O.[H][H]",
  "relative_energy_kcal_mol": 31.7,
  "e_lumo_ev": 0.924,
  "symbols": ["C", "C", "C", "C", "N", "C", "O", "H", "H", "H", "H", "H", "H", "H", "H", "H", "H", "H"],
  "positions_angstrom": [[0.271, -1.469, -1.366], [0.559, -1.072, 0.079], [-0.493, -0.143, 0.694], [-0.187, 0.190, 2.148], [-0.615, 1.093, -0.067], [-1.150, 1.355, -1.118], [-1.630, 1.715, -2.128], [-0.737, -1.888, -1.469], [0.354, -0.618, -2.051], [0.981, -2.229, -1.707], [0.593, -1.971, 0.707], [1.548, -0.600, 0.149], [-1.470, -0.640, 0.647], [-0.223, -0.721, 2.753], [0.807, 0.638, 2.251], [-0.923, 0.898, 2.540], [1.094, 2.544, -0.715], [1.221, 2.920, -1.347]],
  "forces_ev_per_angstrom": [[0.0, 0.0, -0.1], [0.0, 0.0, 0.1], [-0.1, -0.2, 0.1], [0.0, 0.0, 0.0], [-0.4, 0.2, -0.6], [-0.1, 0.0, -0.1], [0.3, -0.1, 0.6], [0.1, 0.0, 0.0], [0.0, -0.1, 0.1], [-0.1, 0.1, 0.0], [0.0, 0.1, -0.1], [-0.2, 0.0, 0.0], [0.1, -0.1, 0.1], [0.0, 0.1, -0.1], [-0.1, -0.1, -0.1], [0.1, -0.1, 0.0], [0.1, 0.2, -0.2], [0.1, 0.0, 0.1]]
}